Entry 1:
C18H56CuN4O18 | ωB97M-V with the def2-TZVPD basis set

Output
**Charge**: +1
**Orbital gap**: 8.65 eV
**F_max**: 3.51 eV/A
**2S+1**: 1

Each line ends with the Löwdin charge.
Atoms and positions in Å:
Cu 1.64847 -0.21586 -0.35469  0.40
C -0.57093 2.39038 -0.85134  -0.22
C 0.69212 3.09721 -1.29425  -0.19
O 1.23919 2.43374 -2.46904  -0.10
O -0.18354 1.10972 -0.41920  -0.08
H -1.35541 2.29457 -1.62162  0.12
H -0.95726 2.99757 -0.00860  0.13
H 1.45775 3.19670 -0.50423  0.12
H 0.51005 4.17572 -1.49857  0.13
H 0.59659 2.52648 -3.22911  0.09
H -0.97258 0.61833 -0.24833  0.04
C -3.67814 0.31428 -1.16211  -0.19
C -3.48407 -0.12111 -2.56278  -0.20
O -2.15429 0.11722 -3.06996  -0.08
O -2.62981 -0.40137 -0.37695  -0.13
H -4.67074 0.16239 -0.73156  0.13
H -3.41988 1.35592 -1.02131  0.09
H -4.18376 0.47875 -3.11320  0.13
H -3.79296 -1.19569 -2.48827  0.14
H -1.60271 -0.49152 -2.57239  0.06
H -3.00630 -0.90066 0.41469  0.07
C 4.90051 -0.89875 2.92375  -0.26
C 4.80872 0.02102 4.14455  -0.23
O 6.15262 0.50639 4.32341  -0.07
O 5.35363 -0.33587 1.72660  -0.05
H 3.80285 -1.18125 2.70110  0.12
H 5.47059 -1.77561 3.29259  0.13
H 4.42924 -0.47822 5.02276  0.12
H 4.24728 0.91663 3.92647  0.10
H 6.11367 1.44332 4.49076  0.08
H 6.30723 -0.23490 1.82688  0.10
C 0.45502 0.01686 2.55180  -0.17
C 1.04359 0.00951 3.91642  -0.24
O 0.04952 0.66818 4.67369  -0.05
O 1.28053 -0.73884 1.62233  -0.08
H 0.43815 1.06402 2.22413  0.14
H -0.55335 -0.39805 2.70121  0.11
H 2.05671 0.42891 3.93066  0.11
H 1.20735 -1.00993 4.21114  0.12
H 0.45011 1.12116 5.40535  0.10
H 1.17939 -1.68291 1.66921  0.04
C -5.81065 2.84543 1.84327  -0.27
C -5.31670 3.22187 0.48278  -0.23
O -6.06210 2.56920 -0.56887  -0.07
O -7.16910 3.14627 1.94413  -0.04
H -5.22765 3.37594 2.60248  0.12
H -5.75188 1.75317 2.05143  0.13
H -4.27202 3.03388 0.32358  0.10
H -5.55241 4.27975 0.34028  0.12
H -6.94811 2.62001 -0.24923  0.06
H -7.34891 4.06158 2.03518  0.08
C 4.49575 1.56807 -1.12710  -0.20
C 4.26079 0.34087 -1.88717  -0.19
O 2.86332 0.09830 -2.13983  -0.10
O 3.56785 1.72500 0.00077  -0.07
H 4.37250 2.44311 -1.67272  0.10
H 5.52794 1.69149 -0.78238  0.14
H 4.70420 -0.53782 -1.47565  0.12
H 4.72476 0.50297 -2.89562  0.15
H 2.52705 0.95876 -2.40561  0.07
H 4.04319 1.25624 0.70279  0.06
C -0.91361 1.80836 -5.92536  -0.17
C -1.57563 0.72692 -6.86067  -0.24
O -2.35852 -0.05439 -6.00737  -0.10
O -0.34704 1.35746 -4.65009  -0.10
H -1.62793 2.56508 -5.61340  0.11
H -0.11015 2.30231 -6.44557  0.11
H -0.89062 0.03489 -7.34740  0.11
H -2.17033 1.23602 -7.68375  0.14
H -3.07719 -0.56556 -6.48444  0.13
H -1.03636 0.85412 -4.22877  0.01
C 2.28959 -3.95760 1.38536  -0.26
C 2.18188 -5.02422 2.45099  -0.25
O 1.58397 -4.32650 3.52612  -0.09
O 1.06256 -3.39214 1.03506  -0.07
H 2.80820 -4.41282 0.50848  0.14
H 3.05910 -3.22303 1.71887  0.12
H 3.19957 -5.35324 2.70835  0.12
H 1.54892 -5.92479 2.20674  0.14
H 1.34123 -4.98055 4.23904  0.12
H 0.94588 -3.35800 0.05799  0.08
C -2.72992 -1.36274 3.30038  -0.67
O -3.20912 -1.60982 2.19241  0.02
N -2.72591 -0.14477 3.95927  0.15
N -1.97585 -2.22169 4.04349  0.14
H -3.36667 0.49711 3.49526  0.11
H -1.91384 0.10105 4.48514  0.06
H -1.81388 -3.08947 3.53391  0.11
H -2.33120 -2.20468 5.04694  0.15
C 0.57605 -2.18912 -2.53642  -0.62
O 0.80239 -1.96477 -1.35625  0.01
N 1.40717 -1.93034 -3.56436  0.21
N -0.59079 -2.83846 -2.82661  0.19
H 1.05869 -1.69728 -4.47277  0.11
H 2.28839 -1.48490 -3.32671  0.10
H -0.98078 -3.28258 -2.04494  0.10
H -0.71124 -3.24832 -3.74342  0.12

=====

Entry 2:
C18H56N13O9 | ωB97M-V with the def2-TZVPD basis set

Output
**Charge**: -1
**ΔE to the lowest compared entry with this formula, charge and spin**: 97.4 kcal per mole
**Orbital gap**: 4.72 eV
**F_max**: 6.79 eV/A
**2S+1**: 1

Each line ends with the Löwdin charge.
Atoms and positions in Å:
C 6.38486 7.89316 5.20256  -0.46
O 7.49197 7.14908 5.68956  -0.48
H 6.45460 8.97853 5.13034  0.01
H 6.16195 7.54717 4.19325  -0.01
H 5.51957 7.55095 5.77023  0.01
C 6.10788 2.79238 3.74324  -0.79
O 5.85431 1.60117 3.63235  0.00
N 5.93791 3.67934 2.85132  0.16
N 6.32611 3.40462 4.93171  0.16
H 5.99791 4.68106 2.96555  0.12
H 5.32527 3.29795 2.14470  0.12
H 6.60268 4.37596 4.94189  0.08
H 6.36246 2.78151 5.72576  0.10
C 10.21647 12.00919 5.31550  -0.79
O 10.40628 11.00278 5.97199  0.04
N 11.18995 12.85370 5.21521  0.15
N 9.03645 12.32253 4.80380  0.16
H 12.02753 12.67067 5.74911  0.12
H 10.96245 13.65860 4.64910  0.10
H 9.07223 12.96557 4.02578  0.09
H 8.19520 11.82651 5.06142  0.12
C 5.81194 4.69540 10.21523  -0.77
O 6.85752 5.33916 10.44982  0.01
N 5.30933 3.82835 11.02818  0.14
N 5.03850 4.79094 9.17139  0.16
H 4.55052 3.21539 10.76634  0.11
H 5.92873 3.55243 11.77671  0.12
H 4.06809 4.52218 9.24999  0.11
H 5.48776 5.25022 8.39209  0.13
C 11.98928 5.78028 4.39039  -0.84
O 12.07780 6.24190 5.50798  0.05
N 12.93606 5.62598 3.53774  0.15
N 10.91030 5.28313 3.92726  0.17
H 13.85752 5.95737 3.78512  0.12
H 12.66975 5.32258 2.61193  0.10
H 10.07295 5.24974 4.49102  0.13
H 11.01913 5.00460 2.96255  0.10
C 2.31565 7.11273 0.76421  -0.80
O 1.78765 6.76575 -0.24165  0.04
N 2.99081 8.25001 0.93779  0.16
N 2.17379 6.37343 1.83470  0.16
H 3.21355 8.87932 0.17985  0.11
H 3.33614 8.56588 1.83283  0.10
H 2.62471 6.71107 2.67301  0.10
H 1.37848 5.75166 1.86594  0.12
C 12.68276 2.40218 8.91243  -0.07
C 11.22366 2.15038 9.03862  -0.43
C 10.81180 1.54686 10.41664  -0.26
O 11.36073 0.34957 10.61628  -0.18
C 10.56916 -0.67932 10.06312  -0.10
N 10.43576 3.34641 8.72994  0.04
H 13.00525 2.58731 7.88783  0.08
H 13.16490 1.47925 9.23468  0.07
H 13.14251 3.18544 9.51512  0.08
H 10.81763 1.58893 8.19720  0.13
H 9.75142 1.56573 10.66832  0.12
H 11.28051 2.03632 11.27036  0.14
H 11.03052 -1.57602 10.47683  0.08
H 10.65063 -0.79643 8.98249  0.09
H 9.54046 -0.71504 10.42175  0.09
H 9.55265 3.04142 9.11360  0.05
H 10.17453 3.34896 7.75432  0.07
C 1.17917 8.53622 7.38685  -0.06
C 0.98755 8.13410 8.89563  -0.41
C 0.48656 9.28394 9.75610  -0.26
O 0.39433 8.79782 11.05466  -0.19
C -0.11668 9.80805 11.95544  -0.08
N -0.02896 7.12516 8.78140  0.01
H 1.63321 7.73632 6.80198  0.07
H 1.75589 9.45979 7.43709  0.07
H 0.31652 8.93177 6.85068  0.07
H 1.86575 7.69165 9.36586  0.15
H -0.46239 9.66681 9.38057  0.12
H 1.18290 10.12245 9.74608  0.12
H -0.25894 9.30514 12.91196  0.08
H -0.98358 10.34981 11.57716  0.09
H 0.66911 10.50734 12.24115  0.08
H -0.93634 7.44340 8.47237  0.07
H -0.30796 6.97225 9.73998  0.06
C 8.60180 7.55480 -0.01178  -0.06
C 8.60024 7.14220 -1.48338  -0.43
C 7.30665 6.52152 -2.09631  -0.17
O 7.80331 6.14772 -3.38794  -0.22
C 7.04743 5.06025 -3.92240  -0.10
N 9.00073 8.36299 -2.19338  0.02
H 7.86653 8.32492 0.22139  0.08
H 9.62547 7.85290 0.21481  0.08
H 8.37438 6.67955 0.59674  0.07
H 9.43512 6.47047 -1.68300  0.13
H 6.46158 7.19881 -2.21969  0.12
H 6.91312 5.67831 -1.52867  0.12
H 6.03553 5.40765 -4.13087  0.09
H 7.09152 4.14409 -3.33349  0.09
H 7.47073 4.77770 -4.88629  0.08
H 8.71432 7.96260 -3.07529  0.05
H 8.47694 9.19871 -1.97591  0.07

=====

Entry 3:
C18H56O10 | ωB97M-V with the def2-TZVPD basis set

Output
**Structure (SMILES)**: CCO.CCO.CCO.CCO.CCO.CCO.CCO.CCO.CO.CO
**ΔE to the lowest compared entry with this formula, charge and spin**: 103.1 kcal per mole
**Orbital gap**: 10.44 eV
**F_max**: 3.49 eV/A
**2S+1**: 1

Each line ends with the Löwdin charge.
Atoms and positions in Å:
C 13.11972 7.27604 17.33682  -0.08
C 11.66171 7.56099 16.97793  -0.30
O 11.64135 8.76001 16.20960  -0.10
H 13.09836 6.53644 18.09417  0.05
H 13.61084 8.18636 17.67949  0.07
H 13.72629 6.85761 16.46005  0.10
H 11.13210 7.65039 17.92240  0.10
H 11.16257 6.78195 16.36387  0.12
H 10.89918 8.78046 15.59121  0.06
C 13.79922 13.51318 16.14649  -0.09
C 13.90623 12.01951 16.36662  -0.32
O 12.59146 11.59096 16.04403  -0.12
H 12.99610 13.90292 16.78947  0.07
H 13.37805 13.62960 15.11923  0.08
H 14.75280 14.07325 16.30374  0.08
H 14.21000 11.63552 17.38745  0.13
H 14.58653 11.56405 15.68401  0.09
H 12.40014 10.65282 16.25503  0.06
C 13.20088 10.55466 8.55108  -0.10
C 11.75146 10.16234 8.67180  -0.31
O 11.61643 8.72165 8.65495  -0.07
H 13.42598 11.61093 8.63692  0.07
H 13.65241 10.06812 7.62601  0.09
H 13.71642 9.93955 9.34158  0.08
H 11.07721 10.72071 7.99692  0.11
H 11.54551 10.58887 9.69506  0.13
H 11.05587 8.47292 9.37098  0.06
C 7.57097 7.97870 15.03252  -0.07
C 7.82152 9.50363 15.20416  -0.31
O 9.08394 9.76020 14.65394  -0.07
H 7.58324 7.81811 13.93059  0.07
H 6.66042 7.66747 15.59557  0.08
H 8.35240 7.37264 15.47256  0.05
H 7.76476 9.78869 16.23121  0.10
H 6.97240 9.94630 14.71940  0.10
H 9.20842 10.62672 14.29339  0.04
C 9.80328 6.25537 4.82161  -0.11
C 10.50127 6.67021 6.04925  -0.30
O 10.06313 8.00890 6.41030  -0.12
H 10.08238 5.20592 4.56333  0.09
H 10.14936 6.86431 3.97116  0.08
H 8.69230 6.28351 4.90898  0.09
H 11.62478 6.68523 5.84846  0.14
H 10.35715 6.01249 6.97113  0.13
H 10.78131 8.28682 6.99922  0.05
C 5.75474 9.04524 10.02430  -0.09
C 6.72198 10.15604 10.42379  -0.30
O 8.10553 9.70479 10.46240  -0.14
H 6.08537 8.11686 10.50786  0.08
H 5.69232 8.91114 8.94048  0.07
H 4.81542 9.40844 10.33278  0.05
H 6.42806 10.49660 11.42888  0.10
H 6.58365 10.99301 9.71314  0.11
H 8.35016 9.68928 9.48087  0.06
C 15.36012 7.21602 12.29767  -0.08
C 13.82613 7.36770 12.41107  -0.32
O 13.65441 8.40247 13.35768  -0.08
H 15.75291 8.11281 11.92655  0.05
H 15.71677 6.43350 11.62629  0.07
H 15.77928 6.96983 13.27554  0.07
H 13.31356 6.47102 12.80966  0.11
H 13.43794 7.59708 11.40951  0.10
H 12.73315 8.48741 13.57245  0.05
C 9.31011 13.91029 12.80118  -0.10
C 9.96471 13.45816 14.02761  -0.30
O 10.41993 12.09800 13.81747  -0.10
H 8.41951 13.39497 12.52581  0.06
H 9.95611 13.88905 11.94740  0.07
H 8.89593 14.93565 12.94383  0.09
H 9.35811 13.40535 14.90752  0.11
H 10.80692 14.16349 14.23196  0.12
H 11.32997 12.01224 14.14370  0.07
C 9.38940 7.20030 11.65716  -0.16
O 10.51354 7.93854 12.04860  -0.11
H 9.20849 6.34314 12.37416  0.10
H 8.52960 7.79640 11.60801  0.03
H 9.63229 6.76929 10.70600  0.07
H 10.34404 8.85919 12.11008  0.05
C 8.26706 10.52098 6.76028  -0.13
O 8.81009 9.69042 7.76326  -0.20
H 7.75116 11.32758 7.22610  0.07
H 9.07432 10.77204 6.06013  0.08
H 7.68658 9.85100 6.06182  0.10
H 9.02600 8.78995 7.41782  0.06